# 1
Formula: C3H2MgO3Tl
Source: the Open Molecules 2025 dataset
Level of theory: ωB97M-V with the def2-TZVPD basis set

```
10
Properties=species:S:1:pos:R:3:nbo_charge:R:1
C 1.44681 -0.98938 -0.42447 0.360
C 0.32258 -0.11266 -0.26903 -0.132
O -0.92836 -0.73435 -0.46929 -0.535
C -2.05089 -0.18945 0.05256 0.336
O -1.89169 0.65379 0.96394 -0.794
O 2.61509 -0.52506 -0.10931 -0.967
Tl -4.47438 0.49219 1.05359 0.854
H 0.36210 0.53688 0.61525 0.248
H 0.88876 -0.08492 -1.50300 0.257
Mg 3.70997 0.95295 0.08976 1.373
```

As for the net charge: +1. Its calculated total energy is -19410.390 eV. The calculation puts the energy relative to the best compared isomer or geometry (same formula, charge and spin) at 60.7 kcal per mole. The value obtained for the HOMO-LUMO gap (alpha / beta) is 4.01 / 2.89 eV.

# 2
Formula: CH2NP
Source: the Open Molecules 2025 dataset
Level of theory: ωB97M-V with the def2-TZVPD basis set

```
5
Properties=species:S:1:pos:R:3:nbo_charge:R:1
C 0.67374 0.39946 0.59980 -0.048
N 1.20534 0.55426 1.64972 -0.297
P -0.00496 -0.35718 -0.91688 0.317
H -0.80762 -1.18133 -0.12994 0.012
H -1.06650 0.58479 -1.20269 0.016
```

As for the structure (SMILES): N#CP. Its calculated total energy is -11847.061 eV. The calculation puts the energy relative to the best compared isomer or geometry (same formula, charge and spin) at 1.9 kcal per mole. The value obtained for the HOMO-LUMO gap is 11.44 eV.

# 3
Formula: C41H42N7O12S2
Source: the Open Molecules 2025 dataset
Level of theory: ωB97M-V with the def2-TZVPD basis set

```
104
Properties=species:S:1:pos:R:3:mulliken_charge:R:1
C -3.14399 5.34660 4.13047 -1.638
C -2.25421 4.08607 4.18008 1.831
C -2.89711 2.94949 5.00136 -1.083
O -1.87138 2.10166 5.48653 0.646
C -1.47143 2.48887 6.81407 -1.140
O -2.31544 1.74008 7.70689 -0.466
C -0.04870 1.92732 6.99205 -0.208
C 1.04683 2.92571 6.61357 -0.943
C 1.37572 2.94938 5.11381 -0.073
S 1.51462 1.29952 4.33779 -0.257
C -0.14440 1.06810 3.70089 0.279
S -1.06047 -0.14134 4.31501 -0.239
N -0.60706 1.93718 2.69097 1.077
C -1.83141 1.82786 2.08282 -0.904
C -1.85296 2.82955 1.13246 -0.802
N -0.68841 3.55407 1.17460 -0.741
C 0.03070 2.99335 2.11610 -0.505
H -2.92740 5.92223 3.22827 0.412
H -4.20405 5.10854 4.20512 0.345
H -2.86326 5.97507 4.97816 0.388
H -2.05791 3.69351 3.17788 -0.464
H -1.31405 4.30487 4.68150 -0.240
H -3.47660 3.36158 5.83155 0.575
H -3.59864 2.37073 4.38633 0.197
H -2.58853 0.95581 7.21137 0.271
H 0.04663 0.95704 6.47468 0.049
H 0.04560 1.72288 8.06000 0.437
H 1.95860 2.69822 7.17473 0.374
H 0.69314 3.92446 6.89124 0.457
H 2.34729 3.43577 4.97199 0.482
H 0.66177 3.54189 4.54271 -0.237
H -2.56895 1.08223 2.29759 0.420
H -2.70121 2.96944 0.49631 0.409
H 1.01316 3.33208 2.38777 0.585
C -0.83482 1.48881 -4.92149 -0.171
C -2.14607 1.64583 -5.35708 -0.613
C -3.07467 2.29924 -4.56229 -0.434
C -2.66908 2.79560 -3.33709 -0.096
C -1.36788 2.64948 -2.88606 -0.334
C -0.44633 1.98898 -3.68322 -0.379
N -3.63257 3.49494 -2.48304 1.084
O -4.78438 3.58190 -2.86340 -0.638
O -3.21165 3.92657 -1.43091 -0.633
H -0.11927 0.97940 -5.54536 0.417
H -2.44575 1.25495 -6.32013 0.369
H -4.09450 2.41519 -4.89855 0.461
H -1.06908 3.04007 -1.92174 0.522
H 0.56698 1.86689 -3.33703 0.414
C -4.55222 -3.30942 2.87118 -0.549
C -4.67956 -4.19631 3.93340 -0.424
C -4.24734 -3.83088 5.19834 -0.564
C -3.69595 -2.57481 5.37963 -0.272
C -3.55547 -1.68109 4.33265 0.407
C -3.98777 -2.05635 3.07015 -0.513
N -3.24990 -2.16512 6.71671 1.095
O -3.35060 -2.96806 7.62496 -0.649
O -2.80592 -1.04509 6.81561 -0.703
H -4.89425 -3.59662 1.88491 0.397
H -5.11739 -5.17273 3.77570 0.375
H -4.34357 -4.51830 6.02565 0.454
H -3.11415 -0.70455 4.49029 0.314
H -3.88520 -1.36874 2.24183 0.393
C 6.40320 -0.67540 -3.38972 -0.523
C 6.24918 0.24852 -4.41606 -0.437
C 4.98317 0.59426 -4.85477 -0.233
C 3.88195 0.00505 -4.25567 -0.144
C 4.01730 -0.92068 -3.23542 -0.389
C 5.28978 -1.25983 -2.80219 -0.537
N 2.53845 0.37804 -4.70665 1.133
O 2.44563 1.18100 -5.61539 -0.619
O 1.59075 -0.13463 -4.14439 -0.588
H 7.39435 -0.94216 -3.04915 0.378
H 7.11838 0.69831 -4.87508 0.396
H 4.86250 1.31129 -5.65334 0.473
H 3.14980 -1.37458 -2.77875 0.647
H 5.41214 -1.98121 -2.00661 0.423
C -0.69146 -0.85675 0.09243 -0.277
C 0.42642 -1.55732 0.52710 -0.756
C 0.56534 -2.90190 0.22198 -0.260
C -0.42208 -3.52702 -0.52184 -0.152
C -1.54616 -2.84461 -0.95540 -0.420
C -1.67771 -1.50117 -0.64276 -0.641
N -0.26877 -4.94379 -0.86848 1.055
O 0.71812 -5.52433 -0.46275 -0.625
O -1.13449 -5.45891 -1.54894 -0.631
H -0.79512 0.19501 0.32991 0.437
H 1.18982 -1.05332 1.10433 0.613
H 1.43343 -3.44771 0.56057 0.540
H -2.31090 -3.34536 -1.53033 0.521
H -2.54882 -0.95331 -0.97609 0.572
C 3.37217 -3.93030 -8.91624 -0.391
C 3.39107 -4.79426 -7.82912 -0.484
C 4.28543 -4.58544 -6.79148 -0.382
C 5.14928 -3.50645 -6.85868 0.079
C 5.14743 -2.63927 -7.93717 -0.178
C 4.25146 -2.85665 -8.97156 -0.568
N 6.08072 -3.26703 -5.75073 1.087
O 6.06921 -4.04906 -4.82246 -0.618
O 6.80122 -2.29218 -5.81885 -0.577
H 2.66844 -4.09299 -9.72208 0.381
H 2.70576 -5.62942 -7.78778 0.383
H 4.30033 -5.25548 -5.94469 0.464
H 5.82910 -1.80252 -7.97656 0.450
H 4.23608 -2.18597 -9.81947 0.378
```

As for the net charge: -1. Its calculated total energy is -99853.565 eV. The value obtained for the HOMO-LUMO gap is 2.43 eV.

# 4
Formula: CH9N2O
Source: the Open Molecules 2025 dataset
Level of theory: ωB97M-V with the def2-TZVPD basis set

```
13
Properties=species:S:1:pos:R:3:nbo_charge:R:1
O -2.13379 -1.56562 -0.75275 -0.985
H -3.04848 -1.62428 -0.45555 0.505
H -0.81881 0.69345 0.80205 0.436
H -2.14630 -1.84105 -1.67696 0.502
N -0.22041 -0.11115 0.62190 -0.707
C 1.31000 0.34681 0.39962 -0.030
N 1.47666 1.68462 -0.03773 -0.851
H -0.23341 -0.77198 1.39770 0.447
H -0.58408 -0.59668 -0.22465 0.478
H 1.98881 0.16466 1.24453 0.217
H 1.68383 -0.41446 -0.28456 0.197
H 2.09500 1.82217 -0.83865 0.409
H 0.63098 2.21350 -0.19495 0.381
```

As for the net charge: +1. Its calculated total energy is -6203.735 eV. The calculation puts the energy relative to the best compared isomer or geometry (same formula, charge and spin) at 20.4 kcal per mole. The value obtained for the HOMO-LUMO gap is 10.56 eV.

- Which formula does entry 4 have?
  CH9N2O

What did the first record say?
Formula: C3H2MgO3Tl
Source: the Open Molecules 2025 dataset
Level of theory: ωB97M-V with the def2-TZVPD basis set

```
10
Properties=species:S:1:pos:R:3:nbo_charge:R:1
C 1.44681 -0.98938 -0.42447 0.360
C 0.32258 -0.11266 -0.26903 -0.132
O -0.92836 -0.73435 -0.46929 -0.535
C -2.05089 -0.18945 0.05256 0.336
O -1.89169 0.65379 0.96394 -0.794
O 2.61509 -0.52506 -0.10931 -0.967
Tl -4.47438 0.49219 1.05359 0.854
H 0.36210 0.53688 0.61525 0.248
H 0.88876 -0.08492 -1.50300 0.257
Mg 3.70997 0.95295 0.08976 1.373
```

As for the net charge: +1. Its calculated total energy is -19410.390 eV. The calculation puts the energy relative to the best compared isomer or geometry (same formula, charge and spin) at 60.7 kcal per mole. The value obtained for the HOMO-LUMO gap (alpha / beta) is 4.01 / 2.89 eV.

- Among the records above, which one has the lowest calculated total energy?
  C41H42N7O12S2